This record from the OMol25 dataset describes a structure of composition C48H22BBrF15GeO5PPtS2. The level of theory is ωB97M-V/def2-TZVPD.

```
97
Properties=species:S:1:pos:R:3:forces:R:3:mulliken_charge:R:1
Pt 0.575205 -0.846697 0.540701 -0.30 -0.30 -0.36 0.827
O -1.898037 -0.665636 0.736516 0.38 0.25 0.13 -0.692
S -2.352333 -0.684794 2.138111 -0.08 -0.01 0.04 1.359
O -3.653685 -0.072032 2.318318 -0.05 -0.02 -0.06 -0.764
O -1.333354 -0.292347 3.096571 -0.09 -0.02 -0.10 -0.679
C -2.589207 -2.435720 2.477368 0.05 0.03 0.02 -0.069
C -3.869864 -2.904905 2.720940 -0.03 -0.02 0.04 -0.601
C -4.078908 -4.244256 3.020773 0.02 0.01 0.01 -0.715
C -2.999594 -5.112044 3.082414 0.00 0.02 -0.01 -0.832
C -1.718713 -4.641454 2.825226 0.00 -0.03 0.01 -0.327
C -1.489554 -3.302644 2.516850 -0.02 0.01 -0.06 0.184
P 0.186467 -2.661954 2.086790 0.06 0.05 0.11 -0.129
C 1.044567 -4.182399 1.541699 -0.03 0.02 -0.08 0.510
C 0.463738 -4.952065 0.531030 0.02 0.01 0.01 -0.610
C 1.164840 -5.987700 -0.063074 0.02 -0.01 0.00 -0.801
C 2.474165 -6.254812 0.320274 -0.02 0.00 -0.02 -0.554
C 3.070178 -5.478842 1.300898 0.00 0.01 0.00 -0.582
C 2.358720 -4.453111 1.910805 0.03 0.02 0.01 -0.899
C 0.939772 -2.353892 3.726739 -0.02 -0.05 0.05 -0.024
C 1.492731 -1.098553 3.955733 0.01 0.00 -0.01 0.104
C 2.092199 -0.810779 5.175062 0.01 0.01 -0.01 -0.984
C 2.138537 -1.772276 6.173171 -0.01 0.00 0.01 -0.493
C 1.579330 -3.025833 5.954726 0.00 0.00 0.00 -0.755
C 0.982736 -3.312245 4.736523 0.00 0.01 -0.01 0.002
H -4.689094 -2.199371 2.676997 0.01 0.00 0.00 0.584
H -5.082612 -4.606603 3.209102 0.00 0.00 0.00 0.377
H -3.150017 -6.158313 3.321642 0.00 0.00 0.00 0.387
H -0.887045 -5.335283 2.844268 0.00 0.01 0.01 0.396
H -0.542321 -4.722725 0.197307 0.01 -0.01 0.00 0.512
H 0.696895 -6.572831 -0.845891 0.00 0.00 0.00 0.362
H 3.034392 -7.045805 -0.163535 0.00 0.00 0.00 0.366
H 4.103295 -5.650594 1.577542 0.00 0.00 0.00 0.416
H 2.845419 -3.839294 2.658365 -0.01 0.00 0.00 0.324
H 1.428754 -0.354457 3.169227 0.00 0.01 0.01 0.410
H 2.515766 0.171470 5.344223 0.00 0.00 0.00 0.436
H 2.603765 -1.545298 7.125441 0.00 0.00 0.00 0.352
H 1.607481 -3.778418 6.734042 0.00 0.00 0.00 0.403
H 0.548825 -4.291285 4.569259 -0.01 -0.01 -0.01 0.269
F 1.098970 4.566611 -1.954760 0.01 0.02 -0.01 -0.538
C 0.368064 4.190324 -3.012305 0.01 -0.07 0.02 0.140
C -0.800018 3.471291 -2.815061 0.05 0.03 -0.01 0.187
C -1.524568 3.157479 -3.949253 0.03 -0.04 -0.01 0.058
F -2.695436 2.512037 -3.869963 0.01 0.03 0.00 -0.350
C -1.098965 3.512666 -5.218456 -0.01 0.00 0.00 0.212
F -1.823006 3.189350 -6.301002 0.01 0.00 0.01 -0.367
C 0.075270 4.223912 -5.373206 0.03 -0.03 -0.03 0.732
F 0.491567 4.570679 -6.597482 -0.02 0.00 0.04 -0.372
C 0.817198 4.574388 -4.262025 0.02 -0.06 -0.02 0.272
F 1.947254 5.271675 -4.409468 0.01 0.01 0.00 -0.368
Ge -1.340908 3.162003 -0.934999 -0.09 -0.07 0.20 0.855
S 0.002163 2.198405 0.432569 0.04 0.31 0.01 -0.824
C -3.074590 2.229983 -0.831439 -0.01 0.01 -0.05 -0.346
C -3.174680 0.960783 -1.374196 0.01 -0.03 0.01 0.330
F -2.174601 0.478895 -2.110080 -0.10 -0.02 0.04 -0.326
C -4.276805 0.151655 -1.174675 0.00 0.00 0.04 -0.028
F -4.341282 -1.073375 -1.706749 0.00 0.01 0.00 -0.399
C -5.314550 0.610046 -0.388349 -0.02 -0.02 0.01 0.999
F -6.381956 -0.166185 -0.166497 0.02 0.02 0.00 -0.407
C -5.248035 1.867365 0.178315 -0.01 0.00 0.00 0.093
F -6.257137 2.307259 0.944725 0.00 0.00 0.00 -0.370
C -4.133075 2.649919 -0.047978 0.00 -0.01 -0.02 0.739
F -4.111255 3.862119 0.542560 -0.02 -0.01 0.02 -0.354
C -1.707744 5.088644 -0.511241 0.02 0.00 -0.04 0.061
C -1.000135 5.864858 0.390053 -0.02 -0.02 0.02 -0.239
F -0.054452 5.340824 1.167958 0.00 0.01 -0.02 -0.278
C -1.233125 7.225278 0.538095 0.00 0.00 0.02 0.001
F -0.531535 7.949950 1.420646 0.00 0.00 -0.01 -0.322
C -2.198690 7.844118 -0.229928 -0.01 0.00 0.00 0.682
F -2.432186 9.155520 -0.091697 0.00 -0.01 0.00 -0.330
C -2.926611 7.102052 -1.141738 0.00 0.00 0.02 0.090
F -3.866991 7.700063 -1.887723 0.00 0.00 0.00 -0.324
C -2.665052 5.750974 -1.260588 0.01 0.00 -0.01 0.498
F -3.395246 5.069829 -2.161399 0.01 0.00 -0.01 -0.376
O 2.420979 1.286340 -0.809790 0.00 0.03 -0.04 -0.216
B 1.019043 0.812062 -0.673644 0.04 -0.36 -0.07 1.685
O 0.514727 0.757538 -2.075867 0.09 0.00 0.05 -0.436
C 1.556131 1.030765 -2.877721 -0.03 0.08 -0.01 0.403
C 1.591478 1.025188 -4.253902 -0.06 0.02 -0.01 -0.664
C 2.799389 1.365875 -4.882555 0.00 0.02 -0.01 -0.748
C 3.917802 1.692629 -4.135728 0.00 0.01 -0.01 -0.586
C 3.878063 1.692525 -2.733297 0.01 0.02 0.01 -1.178
C 2.690934 1.358633 -2.119176 -0.01 0.04 0.04 0.995
H 0.708199 0.759022 -4.822845 0.00 0.01 0.00 0.471
H 2.854222 1.367610 -5.964941 0.00 0.00 0.00 0.402
H 4.842521 1.948281 -4.639686 0.00 0.00 0.00 0.351
H 4.750107 1.938912 -2.140888 0.00 0.00 0.00 0.458
Br 6.314016 -3.874520 -1.089838 0.00 0.00 0.00 -0.269
C 4.711177 -2.902045 -0.691095 -0.01 -0.02 -0.01 -0.042
C 4.721487 -1.953365 0.314260 -0.01 0.02 0.00 -0.717
C 3.541838 -1.284786 0.620744 0.00 -0.01 0.02 -0.131
C 2.331707 -1.556228 -0.033569 0.03 0.10 0.08 -0.009
C 2.389875 -2.498409 -1.073106 0.00 0.03 0.01 0.014
C 3.558455 -3.172413 -1.403919 0.02 -0.01 0.01 -0.638
H 5.635665 -1.734274 0.851867 0.00 0.00 0.00 0.420
H 3.565708 -0.525071 1.392684 -0.01 -0.01 0.02 0.382
H 1.490470 -2.721039 -1.635296 0.00 -0.01 0.01 0.500
H 3.564718 -3.908823 -2.197514 0.00 0.00 0.00 0.452
```
Forces are in eV/Å.

The value obtained for the electronic energy is -262578.6612 eV. For the HOMO energy, the calculation gives -1.8 eV. The multiplicity is 1. The LUMO energy is 0.1388 Eh. For the max |F|, the calculation gives 0.0108 hartree/bohr. The net charge is -2. As for the energy relative to the best compared isomer or geometry (same formula, charge and spin): 0.261 eV.


This record from the OMol25 dataset describes a structure of composition C48H26N11O2Pb. The level of theory is ωB97M-V/def2-TZVPD.

```
88
Properties=species:S:1:pos:R:3:forces:R:3:mulliken_charge:R:1
Pb 0.067307 0.025908 -0.279029 -0.19 -0.30 -0.19 1.803
C -4.257864 -0.180986 -5.672923 0.00 0.03 0.02 -0.756
C -4.304976 1.217799 -5.596343 0.01 -0.03 0.02 -0.676
C -3.543602 1.903955 -4.664859 -0.02 0.03 0.02 0.060
C -2.731113 1.169330 -3.813278 0.02 -0.01 -0.03 0.034
C -1.822685 1.565579 -2.745055 0.00 0.13 0.11 -0.431
N -1.690459 2.830664 -2.284794 -0.12 -0.11 -0.12 -0.550
C -0.999765 3.221927 -1.235827 0.28 -0.08 -0.01 -0.025
C -1.017807 4.653786 -0.828954 -0.02 -0.03 0.03 0.011
C -1.720429 5.738403 -1.315122 -0.01 0.02 -0.07 0.077
C -1.539344 6.962774 -0.679911 0.00 0.00 0.00 -0.643
C -0.679685 7.085689 0.410057 0.02 -0.05 0.00 -0.592
C 0.014497 5.983014 0.900268 0.03 0.05 0.02 -0.141
C -0.173277 4.773560 0.263471 -0.01 -0.07 0.01 -0.308
C 0.342377 3.403295 0.555883 0.12 -0.06 0.05 -0.445
N 1.140544 3.195077 1.549467 -0.02 -0.06 -0.03 -0.588
C 1.594831 1.853797 1.930809 -0.03 0.04 -0.13 1.498
N 3.016135 0.117770 0.826927 0.22 0.18 -0.07 -0.247
C 2.829617 -0.876493 1.768525 -0.06 -0.23 0.05 0.418
N 2.576708 -2.137476 1.521170 -0.10 0.11 0.03 -0.285
C 2.083844 -2.694152 0.401138 -0.13 0.04 0.09 -0.867
N 1.539072 -2.022170 -0.659276 0.66 -0.12 -0.26 -0.604
C 0.827302 -2.854039 -1.394491 -0.34 0.20 -0.12 -0.219
N 0.067915 -2.387977 -2.485830 0.18 0.07 0.06 -0.161
C -1.710875 -0.650725 -2.889287 0.10 -0.15 0.08 -1.214
N -1.235498 0.446020 -2.277735 -0.03 0.14 0.02 -0.194
C -2.672559 -0.242846 -3.888941 0.05 0.04 -0.09 0.767
C -3.450336 -0.922153 -4.827953 -0.02 -0.02 0.02 -0.361
C 0.943483 -4.211045 -0.879770 -0.10 -0.04 0.02 0.393
C 0.450356 -5.433512 -1.305368 -0.06 0.00 -0.03 -0.267
C 0.790040 -6.561087 -0.571187 0.01 0.00 0.02 -0.705
C 1.595794 -6.464952 0.567179 -0.02 0.02 -0.02 -0.641
C 2.085755 -5.240374 0.998466 0.01 0.02 0.05 -0.038
C 1.760827 -4.113317 0.259596 0.03 0.08 0.06 0.361
C 3.280467 -0.524600 3.150526 0.04 0.05 0.00 1.201
C 3.967872 -1.528829 3.842244 -0.01 -0.01 -0.05 -0.961
C 4.586708 -1.293571 5.052091 0.01 0.05 0.02 -0.654
C 4.546937 -0.017146 5.596616 0.00 -0.03 -0.01 -0.776
C 3.841750 0.974353 4.943192 -0.01 0.01 -0.01 -0.834
C 3.170842 0.752871 3.737006 -0.06 0.02 -0.01 0.371
N -0.188947 2.534816 -0.387482 -0.29 0.12 0.01 -0.006
H -4.872493 -0.690781 -6.404726 0.01 0.00 0.01 0.403
H -4.949878 1.764974 -6.272832 0.01 -0.01 0.00 0.389
H -3.571784 2.984306 -4.592825 -0.01 -0.03 0.00 0.528
H -2.391656 5.625603 -2.156612 0.01 0.00 0.00 0.563
H -2.080386 7.833561 -1.029468 0.01 -0.01 0.00 0.393
H -0.558983 8.050902 0.885554 0.00 0.00 0.00 0.390
H 0.675243 6.059116 1.754497 -0.02 -0.01 0.00 0.534
H -3.434824 -2.001701 -4.885734 0.01 0.01 0.01 0.513
H -0.186772 -5.498655 -2.178293 0.00 0.01 0.02 0.524
H 0.419931 -7.531508 -0.876677 0.00 0.01 0.00 0.393
H 1.835116 -7.363927 1.120992 0.00 0.01 0.01 0.385
H 2.700377 -5.158138 1.886185 -0.01 -0.02 -0.02 0.514
H 4.017435 -2.503101 3.376106 0.01 0.01 0.02 0.469
H 5.118307 -2.090746 5.554732 0.00 -0.01 0.00 0.391
H 5.051825 0.202295 6.528998 -0.01 0.00 -0.01 0.383
H 3.791873 1.962552 5.387124 -0.01 -0.01 0.00 0.422
O -5.801154 -1.630818 4.010752 -0.05 0.13 0.03 -0.738
C -4.838209 -0.951958 4.403828 0.21 -0.29 0.07 0.415
O -4.608129 -0.392865 5.493303 -0.13 0.07 -0.06 -0.747
C -3.679218 -0.823644 3.375488 -0.13 0.04 -0.03 -0.458
C -2.555344 -0.059659 3.687601 0.14 0.00 0.03 -0.924
C -1.546939 0.049047 2.755123 -0.01 -0.05 0.02 0.487
N -1.620866 -0.552650 1.555100 -0.01 0.14 0.03 0.354
C -2.669573 -1.311649 1.249161 0.06 -0.03 -0.02 0.900
C -3.727129 -1.459808 2.151222 0.03 -0.02 0.01 -1.227
C -2.634565 -1.956673 -0.107813 -0.05 0.04 -0.06 -0.352
C -3.649679 -2.746673 -0.585715 -0.07 0.05 0.03 -0.793
C -3.398155 -3.408116 -1.825784 0.04 -0.03 -0.08 -0.849
C -2.320315 -3.130794 -2.590904 0.06 0.00 -0.01 -1.637
C -1.395584 -2.019615 -2.200389 -0.34 0.09 0.18 1.584
N -1.515817 -1.715556 -0.796444 0.33 -0.12 0.13 0.163
C -0.315719 0.864982 2.970911 -0.03 0.04 0.04 0.380
C -0.007831 1.549761 4.231841 -0.12 0.02 -0.02 -0.848
C 1.209414 2.062676 4.375055 0.12 0.03 -0.04 -1.087
C 2.281117 1.932557 3.301432 -0.01 -0.08 0.09 -0.212
C 2.607823 1.313527 0.909105 -0.13 -0.04 0.05 -1.341
N 0.478196 0.941597 1.981082 -0.01 -0.07 0.01 0.332
H -2.528831 0.419678 4.656498 -0.02 -0.03 0.01 0.624
H -4.599555 -2.057116 1.927948 0.00 0.00 0.01 0.611
H -4.546279 -2.941285 -0.018769 0.03 0.00 -0.01 0.462
H -4.083542 -4.185799 -2.147265 0.03 -0.01 0.00 0.453
H -2.088914 -3.686789 -3.492763 -0.06 0.04 0.00 0.837
H 0.539113 -1.574551 -2.866882 -0.02 0.04 0.03 0.575
H -0.740256 1.586628 5.024949 0.00 0.04 -0.01 0.513
H 1.500431 2.530378 5.307552 -0.02 0.00 0.00 0.393
H 2.885289 2.841948 3.298771 0.02 0.00 0.00 0.685
H 2.996637 2.037421 0.193509 -0.02 -0.01 0.00 0.442
```
Forces are in eV/Å.

The value obtained for the electronic energy is -75933.0976 eV. For the HOMO energy (spin up / spin down), the calculation gives -4.5 / -4.5 eV. The multiplicity is 1. The LUMO energy (spin up / spin down) is 0.0116 / 0.0187 Eh. For the max |F|, the calculation gives 0.0140 hartree/bohr. The net charge is -1.


net charge of number 2 (C48H26N11O2Pb)?
-1


The lowest net charge belongs to which entry?
C48H22BBrF15GeO5PPtS2


Look up the multiplicity of the first one.
1